(1)
{"formula": "C25H21ClN2O2Ru", "method": "ωB97M-V/def2-TZVPD", "multiplicity": 5, "orbital_gap_ev": [7.941, 6.216], "species": ["C", "C", "C", "H", "C", "C", "H", "H", "H", "H", "Ru", "Cl", "C", "C", "C", "H", "C", "C", "H", "H", "H", "H", "O", "C", "N", "C", "C", "O", "N", "C", "C", "C", "C", "C", "C", "C", "C", "C", "C", "C", "C", "H", "H", "H", "H", "H", "H", "H", "H", "H", "H", "H"], "coordinates": [[-3.046, -1.833, -3.070], [-1.836, -2.111, -3.806], [-1.146, -0.876, -4.015], [-1.511, -3.071, -4.173], [-1.742, 0.116, -3.179], [-2.916, -0.481, -2.572], [-3.538, -0.007, -1.815], [-3.844, -2.520, -2.862], [-0.324, -0.707, -4.703], [-1.405, 1.146, -3.111], [-1.190, -1.587, -1.736], [0.070, -3.327, -1.833], [3.358, -0.387, -2.918], [2.843, 0.846, -3.415], [2.243, 0.577, -4.683], [2.897, 1.816, -2.939], [2.497, -0.780, -5.022], [3.129, -1.397, -3.905], [3.312, -2.468, -3.787], [3.751, -0.548, -1.907], [1.644, 1.263, -5.251], [2.317, -1.236, -5.999], [0.275, 1.626, -1.603], [-0.068, 1.091, -0.563], [-0.083, 1.631, 0.716], [-0.228, 0.631, 1.759], [-0.578, -0.597, 0.912], [-0.922, -1.698, 1.314], [-0.528, -0.253, -0.410], [1.091, 0.486, 2.528], [1.935, -0.585, 2.245], [3.148, -0.744, 2.930], [3.557, 0.201, 3.871], [2.742, 1.310, 4.128], [1.511, 1.452, 3.465], [-1.447, 0.866, 2.628], [-1.497, 0.419, 3.956], [-2.729, 0.376, 4.620], [-3.895, 0.788, 3.965], [-3.840, 1.235, 2.637], [-2.609, 1.286, 1.978], [0.271, 2.563, 0.857], [1.639, -1.324, 1.495], [3.757, -1.623, 2.715], [4.490, 0.067, 4.417], [3.053, 2.064, 4.855], [0.876, 2.319, 3.681], [-0.580, 0.064, 4.431], [-2.762, 0.005, 5.648], [-4.854, 0.754, 4.485], [-4.740, 1.540, 2.100], [-2.545, 1.622, 0.942]]}

---

(2)
{"formula": "C25H21ClN2O7", "method": "ωB97M-V/def2-TZVPD", "smiles": "COC(=O)CCC(=O)c1oc2ccc(Cl)cc2c1NC(=O)CCCN1C(=O)c2ccccc2C1=O", "orbital_gap_ev": 7.974, "species": ["C", "O", "C", "O", "C", "C", "C", "O", "C", "O", "C", "C", "C", "C", "Cl", "C", "C", "C", "N", "C", "O", "C", "C", "C", "N", "C", "O", "C", "C", "C", "C", "C", "C", "C", "O", "H", "H", "H", "H", "H", "H", "H", "H", "H", "H", "H", "H", "H", "H", "H", "H", "H", "H", "H", "H", "H"], "coordinates": [[0.361, -3.945, -2.566], [0.472, -2.693, -3.227], [1.563, -1.980, -2.953], [2.474, -2.375, -2.271], [1.543, -0.635, -3.652], [1.732, 0.482, -2.622], [0.597, 0.463, -1.625], [0.089, -0.592, -1.244], [0.118, 1.728, -1.150], [0.715, 2.911, -1.498], [0.020, 3.883, -0.879], [0.280, 5.246, -0.936], [-0.553, 6.084, -0.227], [-1.620, 5.569, 0.518], [-2.626, 6.678, 1.380], [-1.893, 4.221, 0.585], [-1.057, 3.359, -0.126], [-0.977, 1.944, -0.315], [-1.719, 0.890, 0.140], [-2.816, 0.846, 0.958], [-3.418, 1.817, 1.352], [-3.178, -0.574, 1.349], [-2.872, -0.790, 2.837], [-1.451, -0.383, 3.228], [-0.414, -1.026, 2.445], [0.634, -0.316, 1.868], [0.719, 0.888, 1.848], [1.557, -1.334, 1.326], [2.775, -1.200, 0.695], [3.437, -2.361, 0.313], [2.885, -3.610, 0.549], [1.656, -3.746, 1.186], [1.007, -2.594, 1.578], [-0.261, -2.403, 2.320], [-1.023, -3.228, 2.758], [-0.515, -4.435, -2.983], [0.239, -3.785, -1.492], [1.258, -4.544, -2.735], [0.596, -0.523, -4.180], [2.365, -0.610, -4.368], [1.797, 1.457, -3.102], [2.659, 0.297, -2.072], [1.106, 5.626, -1.514], [-0.389, 7.150, -0.241], [-2.720, 3.833, 1.158], [-1.313, 0.004, -0.176], [-4.248, -0.717, 1.190], [-2.633, -1.298, 0.744], [-3.557, -0.187, 3.434], [-3.027, -1.841, 3.080], [-1.306, 0.694, 3.098], [-1.295, -0.631, 4.284], [3.195, -0.222, 0.515], [4.391, -2.290, -0.185], [3.418, -4.492, 0.229], [1.222, -4.716, 1.377]]}

---

(3)
{"formula": "C25H21F2N3O3S", "method": "ωB97M-V/def2-TZVPD", "de_lowest_ev": 4.3838, "smiles": "Cc1cc(CCSc2nnco2)c2c(c1)C(=O)NC2=O.Fc1ccccc1.Fc1ccccc1", "orbital_gap_ev": 8.282, "species": ["C", "C", "C", "C", "C", "C", "S", "C", "N", "N", "C", "O", "C", "C", "C", "C", "O", "N", "C", "O", "H", "H", "H", "H", "H", "H", "H", "H", "H", "H", "H", "F", "C", "C", "C", "C", "C", "C", "H", "H", "H", "H", "H", "F", "C", "C", "C", "C", "C", "C", "H", "H", "H", "H", "H"], "coordinates": [[-1.585, -5.382, 1.818], [-0.779, -4.301, 1.019], [-0.267, -4.698, -0.306], [0.466, -3.750, -1.152], [1.010, -4.059, -2.578], [1.794, -5.420, -2.698], [2.367, -5.583, -4.470], [1.824, -4.150, -5.392], [2.537, -3.104, -5.891], [1.739, -2.222, -6.500], [0.449, -2.662, -6.421], [0.521, -3.844, -5.749], [0.661, -2.415, -0.624], [0.148, -2.011, 0.701], [-0.570, -2.941, 1.541], [0.518, -0.513, 0.892], [0.513, 0.200, 1.853], [0.865, -0.046, -0.429], [1.341, -1.156, -1.230], [2.115, -1.026, -2.133], [-2.689, -5.270, 1.615], [-1.326, -6.415, 1.465], [-1.460, -5.282, 2.923], [-0.448, -5.738, -0.660], [1.729, -3.237, -2.846], [0.136, -3.984, -3.285], [1.185, -6.295, -2.372], [2.737, -5.293, -2.098], [-0.474, -2.176, -6.800], [-0.969, -2.615, 2.525], [0.119, 0.387, -0.979], [1.941, 6.391, 4.604], [1.421, 5.206, 4.236], [2.152, 4.373, 3.409], [1.617, 3.147, 3.033], [0.355, 2.775, 3.480], [-0.372, 3.624, 4.307], [0.166, 4.845, 4.693], [3.131, 4.684, 3.064], [2.182, 2.481, 2.391], [-0.063, 1.821, 3.182], [-1.357, 3.334, 4.651], [-0.381, 5.516, 5.344], [-3.624, 2.603, -0.442], [-2.855, 3.667, -0.144], [-3.361, 4.941, -0.325], [-2.568, 6.038, -0.012], [-1.277, 5.847, 0.468], [-0.780, 4.561, 0.640], [-1.575, 3.464, 0.338], [-4.366, 5.070, -0.707], [-2.957, 7.041, -0.142], [-0.658, 6.704, 0.708], [0.227, 4.413, 1.011], [-1.206, 2.454, 0.475]]}

---

(4)
{"formula": "C25H21F3N3O2PReS", "method": "ωB97M-V/def2-TZVPD", "charge": 2, "multiplicity": 2, "de_lowest_ev": 1.9357, "orbital_gap_ev": [7.434, 7.035], "species": ["Re", "O", "C", "O", "C", "P", "C", "C", "C", "C", "C", "C", "C", "C", "C", "C", "C", "C", "H", "H", "H", "H", "H", "H", "H", "H", "H", "H", "H", "H", "C", "C", "C", "C", "N", "C", "S", "N", "H", "H", "H", "H", "H", "F", "C", "F", "F", "C", "C", "C", "N", "C", "C", "H", "H", "H", "H"], "coordinates": [[-0.822, -0.136, -0.018], [-1.074, -2.274, -3.370], [-0.543, -1.788, -2.445], [-1.318, -1.344, -1.318], [0.916, -1.540, -2.157], [1.052, 0.172, -1.515], [2.654, 0.365, -0.740], [3.342, -0.739, -0.228], [4.584, -0.564, 0.359], [5.138, 0.706, 0.442], [4.456, 1.805, -0.059], [3.216, 1.641, -0.654], [0.826, 1.299, -2.886], [0.992, 0.856, -4.201], [0.923, 1.762, -5.247], [0.728, 3.111, -4.985], [0.588, 3.557, -3.677], [0.620, 2.654, -2.628], [1.555, -1.734, -3.018], [1.199, -2.237, -1.364], [2.931, -1.739, -0.288], [5.124, -1.420, 0.740], [6.113, 0.838, 0.892], [4.897, 2.790, 0.000], [2.704, 2.500, -1.066], [1.168, -0.185, -4.434], [1.038, 1.413, -6.263], [0.697, 3.819, -5.801], [0.463, 4.614, -3.476], [0.522, 3.015, -1.612], [-3.419, 4.759, -3.505], [-2.636, 4.517, -2.264], [-1.847, 5.496, -1.654], [-1.119, 5.152, -0.530], [-1.170, 3.919, -0.004], [-1.966, 3.105, -0.658], [-2.216, 1.478, 0.133], [-2.694, 3.285, -1.728], [-3.568, 5.822, -3.682], [-4.381, 4.254, -3.446], [-2.878, 4.339, -4.356], [-1.811, 6.503, -2.046], [-0.487, 5.870, -0.022], [1.076, 0.389, 6.578], [1.814, -0.377, 5.772], [1.841, -1.618, 6.252], [3.060, 0.108, 5.747], [1.232, -0.346, 4.369], [1.157, 0.870, 3.703], [0.623, 0.899, 2.433], [0.169, -0.223, 1.836], [0.242, -1.399, 2.485], [0.776, -1.501, 3.753], [1.509, 1.784, 4.161], [0.545, 1.818, 1.866], [-0.147, -2.268, 1.965], [0.823, -2.461, 4.245]]}

---

(5)
{"formula": "C25H21N3", "method": "ωB97M-V/def2-TZVPD", "de_lowest_ev": 0.0000, "smiles": "N=C(Nc1ccc2c3c(cccc13)CC2)Nc1ccc2c3c(cccc13)CC2", "orbital_gap_ev": 7.876, "species": ["N", "C", "N", "C", "C", "C", "C", "C", "C", "C", "C", "C", "C", "C", "C", "N", "C", "C", "C", "C", "C", "C", "C", "C", "C", "C", "C", "C", "H", "H", "H", "H", "H", "H", "H", "H", "H", "H", "H", "H", "H", "H", "H", "H", "H", "H", "H", "H", "H"], "coordinates": [[1.694, 1.773, 1.691], [1.336, 1.369, 0.513], [0.119, 0.752, 0.310], [-0.547, 0.087, 1.344], [-0.651, -1.331, 1.330], [-1.324, -2.050, 2.363], [-1.935, -1.324, 3.394], [-1.888, 0.048, 3.355], [-2.628, 0.589, 4.411], [-2.706, 1.969, 4.553], [-2.009, 2.789, 3.596], [-1.301, 2.214, 2.514], [-1.203, 0.809, 2.406], [-3.242, -0.455, 5.235], [-2.884, -1.745, 4.491], [2.240, 1.597, -0.430], [2.097, 1.231, -1.778], [2.078, 2.234, -2.779], [1.922, 1.917, -4.166], [1.663, 0.575, -4.500], [1.679, -0.385, -3.516], [1.403, -1.639, -4.008], [1.409, -2.711, -3.096], [1.770, -2.527, -1.735], [1.989, -1.206, -1.281], [1.918, -0.107, -2.159], [1.127, -1.546, -5.484], [1.367, -0.085, -5.826], [0.987, 1.670, 2.399], [0.175, 0.268, -0.575], [-0.291, -1.940, 0.508], [-1.330, -3.127, 2.310], [-3.318, 2.395, 5.321], [-2.060, 3.858, 3.675], [-0.883, 2.885, 1.758], [-4.306, -0.348, 5.213], [-2.883, -0.389, 6.294], [-2.430, -2.481, 5.155], [-3.796, -2.213, 4.052], [2.824, 2.386, -0.187], [2.163, 3.279, -2.547], [1.867, 2.678, -4.918], [1.147, -3.709, -3.436], [1.798, -3.362, -1.039], [2.212, -1.109, -0.217], [1.815, -2.204, -6.030], [0.096, -1.854, -5.689], [0.500, 0.417, -6.272], [2.222, 0.061, -6.522]]}

---

(6)
{"formula": "C25H21N4O4PS2Ti", "method": "ωB97M-V/def2-TZVPD", "charge": -1, "multiplicity": 4, "de_lowest_ev": 1.1584, "orbital_gap_ev": [4.884, 8.188], "species": ["Ti", "N", "C", "C", "C", "C", "C", "C", "S", "O", "O", "N", "C", "N", "C", "C", "C", "N", "H", "H", "H", "H", "H", "H", "H", "H", "H", "O", "C", "O", "C", "P", "C", "C", "C", "C", "C", "C", "C", "C", "C", "C", "C", "C", "H", "H", "H", "H", "H", "H", "H", "H", "H", "H", "H", "H", "S", "C"], "coordinates": [[1.041, 0.004, -0.210], [0.132, -6.251, 4.671], [0.168, -4.999, 4.057], [0.412, -3.851, 4.816], [0.400, -2.606, 4.217], [0.134, -2.499, 2.861], [-0.102, -3.626, 2.092], [-0.088, -4.872, 2.690], [0.315, -0.917, 2.093], [-0.536, -0.919, 0.894], [0.006, 0.113, 3.054], [1.839, -0.960, 1.637], [2.544, 0.198, 1.853], [3.671, 0.164, 2.556], [4.309, 1.323, 2.697], [3.836, 2.509, 2.159], [2.667, 2.439, 1.428], [2.009, 1.295, 1.264], [0.660, -6.318, 5.524], [0.274, -7.034, 4.056], [0.620, -3.946, 5.875], [0.590, -1.702, 4.781], [-0.275, -3.511, 1.029], [-0.261, -5.763, 2.096], [5.228, 1.279, 3.272], [4.369, 3.440, 2.282], [2.249, 3.313, 0.944], [2.959, 3.009, -1.843], [2.150, 2.105, -1.997], [2.151, 0.970, -1.388], [0.994, 2.239, -3.001], [-0.044, 0.708, -2.865], [-0.873, 1.017, -1.242], [-0.556, 2.064, -0.339], [-1.389, 2.337, 0.740], [-2.566, 1.632, 0.926], [-2.914, 0.628, 0.017], [-2.089, 0.321, -1.037], [-1.425, 1.286, -3.972], [-2.311, 2.311, -3.632], [-3.337, 2.673, -4.491], [-3.498, 2.018, -5.705], [-2.624, 1.000, -6.057], [-1.602, 0.636, -5.192], [1.409, 2.299, -4.008], [0.418, 3.148, -2.826], [0.306, 2.698, -0.505], [-1.118, 3.120, 1.438], [-3.207, 1.863, 1.767], [-3.837, 0.078, 0.155], [-2.365, -0.461, -1.736], [-2.199, 2.821, -2.683], [-4.017, 3.468, -4.208], [-4.304, 2.299, -6.372], [-2.748, 0.483, -7.001], [-0.924, -0.169, -5.454], [1.939, -3.198, -1.124], [1.411, -1.708, -1.053]]}

---

(7)
{"formula": "C25H21N4O8Pb", "method": "ωB97M-V/def2-TZVPD", "charge": 1, "orbital_gap_ev": 6.936, "species": ["Pb", "C", "O", "C", "C", "C", "C", "C", "C", "N", "N", "C", "C", "O", "C", "C", "C", "C", "C", "C", "C", "C", "H", "H", "H", "H", "H", "H", "H", "H", "H", "H", "H", "H", "H", "C", "C", "N", "C", "C", "N", "C", "O", "O", "C", "O", "O", "H", "H", "H", "H", "H", "C", "C", "O", "O", "H", "H", "H"], "coordinates": [[-1.796, -1.886, -0.331], [-0.150, -4.339, 2.061], [0.507, -3.085, 1.831], [1.568, -3.063, 1.009], [2.097, -4.186, 0.370], [3.204, -4.077, -0.454], [3.814, -2.850, -0.682], [3.289, -1.719, -0.096], [2.177, -1.829, 0.731], [1.669, -0.606, 1.269], [2.195, 0.542, 1.156], [1.255, 1.443, 1.529], [0.118, 0.736, 1.894], [0.379, -0.573, 1.715], [-1.091, 1.310, 2.310], [-1.089, 2.675, 2.286], [0.042, 3.471, 1.886], [-0.059, 4.874, 1.848], [1.011, 5.634, 1.447], [2.218, 5.023, 1.078], [2.354, 3.654, 1.111], [1.266, 2.871, 1.508], [0.546, -5.061, 2.486], [-0.932, -4.118, 2.781], [-0.589, -4.711, 1.133], [1.640, -5.149, 0.525], [3.594, -4.967, -0.926], [4.682, -2.774, -1.320], [3.729, -0.747, -0.265], [-1.952, 0.726, 2.592], [-1.994, 3.200, 2.559], [-0.994, 5.343, 2.120], [0.922, 6.709, 1.405], [3.051, 5.636, 0.767], [3.285, 3.183, 0.830], [1.125, 0.481, -2.387], [-0.121, 1.038, -1.806], [-1.125, 0.344, -1.296], [-2.084, 1.250, -0.917], [-1.635, 2.512, -1.163], [-0.398, 2.355, -1.731], [-2.105, 3.888, -0.845], [-3.270, 3.994, -0.250], [-1.374, 4.818, -1.092], [-3.367, 0.813, -0.301], [-4.173, 1.682, 0.016], [-3.518, -0.446, -0.141], [1.128, -0.601, -2.278], [2.007, 0.894, -1.896], [1.194, 0.711, -3.450], [0.168, 3.143, -2.019], [-3.689, 3.090, -0.104], [-2.893, -4.884, -3.109], [-2.418, -3.963, -2.027], [-2.090, -4.384, -0.907], [-2.357, -2.703, -2.310], [-3.261, -5.810, -2.679], [-2.051, -5.112, -3.763], [-3.658, -4.398, -3.709]]}

---

(8)
{"formula": "C25H21N5O6PtSb", "method": "ωB97M-V/def2-TZVPD", "charge": 1, "de_lowest_ev": 0.0752, "orbital_gap_ev": 8.403, "species": ["Pt", "C", "C", "C", "C", "C", "C", "N", "Sb", "C", "C", "C", "C", "C", "C", "N", "C", "C", "C", "C", "C", "C", "N", "H", "H", "H", "H", "H", "H", "H", "H", "H", "H", "H", "H", "H", "H", "H", "H", "H", "H", "O", "C", "O", "C", "C", "C", "C", "C", "C", "N", "O", "O", "N", "O", "O", "H", "H", "H"], "coordinates": [[0.442, -0.129, 0.673], [3.010, -1.350, -0.823], [3.333, -0.060, -0.139], [4.608, 0.493, -0.167], [4.862, 1.687, 0.478], [3.832, 2.327, 1.154], [2.581, 1.745, 1.158], [2.349, 0.578, 0.523], [0.819, 2.515, 2.133], [0.697, 0.605, 3.259], [0.622, 0.664, 4.633], [0.628, -0.525, 5.360], [0.687, -1.729, 4.692], [0.735, -1.751, 3.298], [0.715, -3.021, 2.514], [0.765, -0.596, 2.625], [-0.209, 2.437, 0.173], [-0.798, 3.593, -0.282], [-1.332, 3.613, -1.573], [-1.263, 2.481, -2.350], [-0.683, 1.320, -1.839], [-0.636, 0.054, -2.630], [-0.164, 1.328, -0.612], [3.890, -1.757, -1.314], [2.232, -1.192, -1.572], [2.629, -2.083, -0.111], [5.391, -0.028, -0.700], [5.855, 2.117, 0.455], [3.998, 3.263, 1.669], [0.556, 1.620, 5.135], [0.578, -0.503, 6.440], [0.682, -2.664, 5.233], [0.972, -3.872, 3.139], [1.409, -2.968, 1.675], [-0.287, -3.170, 2.106], [-0.848, 4.468, 0.353], [-1.801, 4.510, -1.955], [-1.675, 2.465, -3.349], [-0.062, 0.197, -3.546], [-1.648, -0.241, -2.911], [-0.186, -0.752, -2.050], [-2.849, 0.229, -0.299], [-2.343, -0.822, 0.033], [-1.380, -0.965, 0.911], [-2.788, -2.121, -0.587], [-4.038, -2.215, -1.186], [-4.391, -3.402, -1.801], [-3.545, -4.493, -1.873], [-2.303, -4.351, -1.286], [-1.915, -3.196, -0.638], [-1.338, -5.469, -1.363], [-0.228, -5.277, -0.902], [-1.713, -6.495, -1.882], [-5.729, -3.509, -2.427], [-5.999, -4.554, -2.977], [-6.455, -2.542, -2.346], [-4.722, -1.379, -1.172], [-3.841, -5.404, -2.370], [-0.936, -3.134, -0.193]]}